No. 1
Molecular formula: C3H6N2S
Method: DFT, the ωB97M-V functional and the def2-TZVPD basis

HOMO (alpha / beta)   -8.17 / -7.66 eV
Charge   0
LUMO energy (alpha / beta)   0.17 / 0.40 eV
Multiplicity   1

Geometry as XYZ:
```
12
Properties=species:S:1:pos:R:3:forces:R:3
S -2.12073 -0.41105 -0.44968 -2.6 0.7 -0.1
N -0.30196 -2.19528 0.03482 0.9 -0.1 0.1
N -0.70066 -1.13456 -0.21519 1.6 -0.1 0.8
C 1.86515 -1.31994 0.48617 0.9 -0.2 -0.1
C 1.71310 -0.04174 0.29719 -0.4 -1.4 0.1
C -1.60863 1.34074 -0.27423 2.1 -2.4 2.3
H -1.91045 1.66750 -1.18327 -0.3 1.9 -2.7
H 2.70653 -2.01729 0.58312 -0.5 0.3 -0.2
H -2.14299 1.82538 0.53437 0.1 -0.1 0.2
H 0.68080 0.24077 0.32644 -0.8 0.1 0.0
H -0.46595 1.26133 -0.10378 -2.2 0.8 -0.5
H 2.28578 0.78413 -0.03597 1.3 0.4 0.1
```
Positions in Å, forces in eV/Å.

No. 2
Molecular formula: C6H15NO2Rb
Method: DFT, the ωB97M-V functional and the def2-TZVPD basis

HOMO   -12.56 eV
Charge   +1
LUMO energy   -3.52 eV
Multiplicity   1

Geometry as XYZ:
```
25
Properties=species:S:1:pos:R:3:forces:R:3
Rb -1.85864 -2.16429 -1.85047 0.0 0.2 -0.2
O 1.67078 -2.03739 1.94220 0.5 -0.6 -0.9
O -0.99743 1.16430 -2.53521 -1.4 -1.1 -0.9
N -0.26839 -0.35931 -0.29459 0.3 0.3 -0.5
C 2.66551 -1.99742 2.95393 0.0 0.1 -0.3
C -0.75315 0.97562 -0.20985 -0.4 1.4 0.1
C 0.78626 -0.95059 1.97996 0.5 -0.2 0.8
C -1.77871 1.80143 -3.56769 1.4 1.1 0.8
C -0.51592 1.87997 -1.42639 0.3 -0.5 0.3
C -0.31581 -1.11235 0.94891 0.2 -1.8 -0.3
H 0.69457 -0.25697 -0.58155 0.5 -0.6 0.0
H -0.98350 2.83485 -1.18622 -0.5 0.0 -0.4
H 0.46880 -0.97687 3.02237 -0.9 0.7 0.0
H -1.26153 -1.19219 1.48496 -0.5 0.9 -0.5
H 3.31775 -2.85826 2.80678 -0.1 0.1 0.0
H 1.30130 -0.00409 1.81573 0.3 0.3 0.0
H -1.15895 2.63550 -3.89682 -0.2 0.2 -0.5
H -1.83903 0.90286 -0.14923 -0.2 0.3 0.5
H -0.23935 -2.09908 0.49218 0.5 -0.8 1.0
H 2.23318 -2.04239 3.95351 -0.2 0.0 0.1
H 0.52553 2.12479 -1.63502 0.3 -0.1 0.3
H -2.70382 2.24284 -3.19697 -0.2 -0.3 0.1
H -1.92957 1.12815 -4.41151 0.0 -0.1 0.4
H 3.24446 -1.07754 2.87178 0.2 0.1 0.0
H -0.30437 1.43834 0.66912 -0.4 0.6 0.3
```
Positions in Å, forces in eV/Å.

No. 3
Molecular formula: C8H10BrIN3S
Method: DFT, the ωB97M-V functional and the def2-TZVPD basis

HOMO   -12.28 eV
Charge   +1
LUMO energy   -3.50 eV
Multiplicity   1
SMILES   CS[C@H]1c2ncc(I)n2C=C(Br)[N@@H+]1C

Geometry as XYZ:
```
24
Properties=species:S:1:pos:R:3:forces:R:3
I -3.65683 2.57149 -1.51267 0.4 -0.4 0.2
Br 2.32584 2.79981 -0.24499 -0.6 -0.8 -0.1
S 0.33766 -0.39184 2.11577 0.9 1.4 0.0
N -1.27868 0.86744 -0.52308 -1.2 -1.4 -0.1
N 1.46810 0.06976 -0.33111 -1.2 1.0 -1.9
N -1.88689 -1.24508 -0.72266 -1.5 -1.5 -0.7
C 1.69723 -0.47405 -1.70210 0.8 0.5 -2.0
C -2.93252 -0.43801 -1.17963 4.1 1.5 1.9
C 0.44353 -0.76554 0.31875 -2.5 -1.3 0.7
C -2.58230 0.85513 -1.02246 -0.2 1.4 -0.5
C -0.97067 -0.45384 -0.38890 3.9 -0.2 1.5
C -0.31286 1.79675 -0.38773 -1.3 3.9 0.3
C 0.95447 1.46866 -0.44964 2.5 1.3 1.4
C -1.13973 -1.25682 2.62729 -0.2 1.6 1.8
H 0.90333 -0.17232 -2.43348 0.7 -0.2 1.0
H 0.79044 -1.82931 0.30684 -0.7 0.9 -0.7
H 2.70532 -0.27116 -2.11488 -0.6 1.0 0.5
H -2.08533 -0.69078 2.61808 0.6 0.1 -0.3
H -3.84963 -0.74856 -1.34680 -4.0 -1.8 -1.2
H 2.36153 0.09962 0.14700 0.2 0.0 0.6
H -0.68881 2.91634 -0.17987 1.2 -2.7 -0.9
H 1.78801 -1.51842 -1.66107 -0.6 -1.6 0.4
H -0.93230 -1.48003 3.70864 -0.2 -0.5 -1.2
H -1.18589 -2.02713 1.93674 -0.5 -2.2 -0.5
```
Positions in Å, forces in eV/Å.

No. 4
Molecular formula: C2H10N4O
Method: DFT, the ωB97M-V functional and the def2-TZVPD basis

HOMO   -8.11 eV
Charge   0
LUMO energy   0.70 eV
Multiplicity   1
SMILES   [H]/N=C(/N)NO.CN

Geometry as XYZ:
```
17
Properties=species:S:1:pos:R:3:forces:R:3
O 1.55818 -1.13950 0.82575 -0.3 0.6 -0.1
N 0.21050 1.04416 1.77693 -0.5 -0.5 -0.1
N -0.75525 -1.27566 -1.46530 3.0 0.3 -0.4
N 0.43852 2.13251 -0.24285 -1.1 -0.6 0.0
N 1.22539 -0.11438 -0.10129 -0.9 0.2 0.6
C 0.39292 1.02898 0.41073 4.6 1.2 0.6
C -1.64947 -0.76676 -0.50404 1.2 2.6 2.2
H 0.68387 2.02160 -1.22176 0.1 -0.2 0.0
H 0.30120 1.95586 2.19896 -0.2 -0.1 -0.2
H -2.70099 -0.76336 -0.79869 0.2 0.3 0.1
H -1.01329 -0.94108 -2.39056 0.3 -0.1 0.1
H -1.19836 0.32089 -0.12394 -2.3 -1.9 -1.1
H 0.59882 0.28302 2.31197 0.0 0.0 -0.2
H -1.51725 -1.26372 0.45954 -0.5 -0.6 0.0
H 1.04863 -1.91438 0.53685 0.0 0.2 -0.1
H 2.08780 0.19890 -0.53943 -0.3 0.2 0.4
H 0.28879 -0.80706 -1.13287 -3.2 -1.5 -1.6
```
Positions in Å, forces in eV/Å.

Calculated values (a.u.) of E_tot for the records, taken in order: -625.38248, -466.66888, -3744.66498, -376.32915.
Calculated values (eV) of energy relative to the best compared isomer or geometry (same formula, charge and spin) for the records, taken in order: 6.517, 1.295, 0.302, 4.689.